1.
55
Properties=species:S:1:pos:R:3 method="wB97M-V/def2-TZVPD" gap_ev=9.48 relative_energy_kcal_mol=163.5 charge=+1
C -0.02 -0.94 0.34
N 0.73 -1.00 -0.90
C 1.05 -2.46 -1.23
C -0.17 0.55 0.91
N -0.08 1.60 -0.15
C -1.50 1.67 2.73
C -1.57 0.78 1.51
H -1.00 -1.24 -0.13
H 0.08 -1.48 1.25
H 1.69 -0.53 -0.75
H 0.23 -3.04 -1.87
H 1.01 -3.07 -0.38
H 1.99 -2.70 -1.82
H 0.62 0.66 1.56
H 0.69 1.52 -0.95
H 0.12 2.56 0.31
H -1.03 1.61 -0.64
H -2.60 1.78 3.06
H -1.17 2.74 2.47
H -1.14 1.48 3.70
H -2.07 -0.23 1.92
H -2.36 1.08 0.80
H 2.67 -3.68 1.89
H 1.56 -2.87 2.57
O 1.75 -3.68 2.03
H 2.30 3.10 -2.00
H 2.72 1.65 -1.93
O 2.48 2.45 -1.33
H 0.61 4.27 1.09
H 1.73 3.75 2.01
O 0.69 3.66 1.81
H -3.11 1.56 -2.48
H -2.94 2.99 -2.05
O -2.56 2.11 -1.88
H 2.60 0.30 3.46
H 2.35 -1.00 4.06
O 2.34 -0.61 3.24
H -2.14 -2.90 0.22
H -3.49 -3.33 0.24
O -2.99 -2.50 0.41
H -1.77 -1.80 -2.72
H -2.68 -1.55 -1.44
O -2.47 -2.03 -2.11
H 2.90 -0.94 1.04
H 3.98 0.11 0.81
O 3.29 -0.36 0.37
H 0.22 0.15 -4.15
H -0.65 0.36 -3.12
O -0.64 0.47 -4.02
H -4.91 0.17 0.17
H -3.73 -0.63 0.68
O -3.95 0.25 0.50
H 3.24 -1.00 -2.75
H 3.94 0.23 -3.26
O 3.15 -0.03 -3.09


2.
12
Properties=species:S:1:pos:R:3 method="wB97M-V/def2-TZVPD" gap_ev=9.79 relative_energy_kcal_mol=83.7 smiles="[H]/N=C/C1=N[C@H]1C"
H 2.95 1.10 0.14
N 2.04 0.70 0.34
C 1.86 -0.47 -0.11
C 0.40 -0.89 0.17
N -0.51 -1.60 0.71
C -1.01 -0.59 -0.22
C -1.66 0.74 0.10
H 2.67 -1.12 -0.52
H -1.22 -0.92 -1.31
H -2.56 0.47 0.59
H -1.92 1.36 -0.79
H -1.04 1.22 0.91


3.
7
Properties=species:S:1:pos:R:3 method="wB97M-V/def2-TZVPD" gap_ev="8.37 / 5.09" multiplicity=2 charge=+1 s_squared=0.760
C 0.13 -0.93 -1.42
O -0.20 -0.66 -0.21
C 0.06 0.77 0.44
O 0.51 1.58 -0.31
O -0.08 0.57 1.65
In -0.53 -1.38 1.82
H 0.10 0.05 -1.97


4.
176
Properties=species:S:1:pos:R:3 method="wB97M-V/def2-TZVPD" gap_ev=8.25
Br -5.40 2.16 0.89
C -7.17 2.49 0.09
C -7.05 2.91 -1.35
Br -6.37 1.40 -2.43
H -7.56 3.20 0.81
H -7.73 1.56 0.24
H -6.48 3.84 -1.29
H -8.00 3.26 -1.75
C -5.43 -4.76 -1.13
O -4.59 -5.58 -1.56
N -5.42 -3.45 -1.48
C -6.30 -2.45 -0.97
C -4.32 -2.79 -2.31
H -6.32 -5.13 -0.60
H -6.26 -1.65 -1.70
H -5.95 -2.15 0.02
H -7.35 -2.74 -1.03
H -4.75 -2.28 -3.17
H -3.81 -2.05 -1.69
H -3.58 -3.55 -2.55
C -0.06 -0.88 -1.45
O -0.53 -1.79 -2.06
N -0.49 -0.62 -0.15
C -0.03 0.58 0.61
C -1.57 -1.27 0.59
H 0.70 -0.17 -1.80
H 0.32 0.35 1.61
H -0.84 1.29 0.81
H 0.82 1.00 0.08
H -1.97 -2.18 0.13
H -1.44 -1.65 1.60
H -2.38 -0.54 0.48
C 3.53 6.49 4.99
O 3.30 7.41 5.79
N 3.32 6.58 3.66
C 3.59 5.34 2.86
C 2.90 7.81 2.95
H 3.75 5.49 5.38
H 2.77 5.00 2.22
H 3.81 4.42 3.41
H 4.42 5.48 2.16
H 1.91 7.57 2.56
H 2.80 8.60 3.69
H 3.49 8.21 2.12
C -1.20 4.69 4.72
O -0.91 5.82 4.36
N -2.29 4.06 4.24
C -2.58 2.69 4.60
C -3.00 4.60 3.11
H -0.83 4.08 5.56
H -1.91 2.02 4.07
H -3.61 2.43 4.36
H -2.60 2.48 5.67
H -2.88 3.82 2.35
H -4.04 4.86 3.29
H -2.61 5.41 2.50
C -4.20 -0.31 3.59
O -2.98 -0.44 3.53
N -4.94 -1.38 3.86
C -6.36 -1.29 3.77
C -4.33 -2.71 4.02
H -4.72 0.66 3.51
H -6.75 -0.27 3.75
H -6.89 -1.80 4.58
H -6.79 -1.87 2.96
H -4.63 -3.49 3.32
H -3.24 -2.81 4.04
H -4.74 -3.05 4.98
C -1.91 -8.67 -2.44
O -1.71 -9.89 -2.32
N -0.89 -7.86 -2.74
C -1.27 -6.47 -2.98
C 0.53 -8.23 -3.02
H -2.89 -8.19 -2.33
H -2.34 -6.37 -3.19
H -0.60 -6.15 -3.77
H -1.11 -5.86 -2.09
H 0.53 -8.83 -3.93
H 1.16 -7.34 -3.09
H 0.90 -8.81 -2.17
C -0.71 2.73 -2.78
O -0.05 2.74 -1.74
N -2.05 2.58 -2.76
C -2.84 2.85 -3.99
C -2.88 2.26 -1.63
H -0.43 2.82 -3.84
H -3.53 2.03 -4.17
H -2.32 3.08 -4.92
H -3.54 3.65 -3.74
H -3.81 1.72 -1.79
H -2.36 1.72 -0.84
H -3.15 3.26 -1.27
C 2.67 -3.72 3.70
O 2.80 -4.82 3.20
N 2.58 -2.50 3.10
C 2.59 -1.34 4.12
C 2.66 -2.18 1.67
H 2.74 -3.65 4.80
H 2.04 -0.44 3.82
H 3.59 -1.06 4.45
H 2.01 -1.64 4.99
H 1.89 -1.44 1.46
H 3.59 -1.67 1.40
H 2.53 -2.97 0.93
C 3.04 0.94 -4.87
O 2.26 1.88 -4.71
N 3.51 0.51 -6.10
C 4.17 -0.79 -6.29
C 3.00 1.28 -7.25
H 3.41 0.22 -4.12
H 3.98 -1.59 -5.58
H 5.25 -0.65 -6.24
H 4.01 -1.21 -7.28
H 3.88 1.38 -7.89
H 2.25 0.61 -7.67
H 2.51 2.25 -7.13
C 5.57 2.47 0.60
O 6.68 3.03 0.82
N 4.70 2.92 -0.33
C 3.36 2.16 -0.60
C 4.68 4.31 -0.85
H 5.20 1.56 1.09
H 2.71 2.22 0.27
H 3.57 1.15 -0.95
H 2.84 2.59 -1.45
H 4.26 5.13 -0.26
H 5.71 4.67 -0.87
H 4.44 4.12 -1.89
C 6.57 -0.60 -0.19
O 5.42 -0.56 -0.50
N 7.53 0.08 -0.87
C 8.82 0.32 -0.35
C 7.31 0.91 -2.12
H 6.89 -1.20 0.67
H 9.60 0.35 -1.11
H 9.17 -0.37 0.41
H 8.83 1.24 0.22
H 6.74 0.43 -2.92
H 6.99 1.95 -2.02
H 8.25 1.23 -2.57
C -0.57 -6.71 2.19
O -1.26 -7.48 2.82
N -1.03 -5.77 1.30
C -0.05 -4.76 0.92
C -2.49 -5.65 0.98
H 0.51 -6.63 2.37
H -0.23 -3.89 1.55
H -0.22 -4.47 -0.12
H 0.99 -5.00 1.10
H -2.93 -4.72 1.35
H -2.51 -5.75 -0.10
H -3.07 -6.41 1.50
C 3.38 2.29 4.82
O 3.66 1.75 3.81
N 2.09 2.39 5.30
C 1.03 1.93 4.49
C 1.86 2.85 6.72
H 4.16 2.80 5.42
H 0.48 1.14 4.99
H 1.28 1.59 3.48
H 0.39 2.78 4.23
H 1.36 3.80 6.50
H 1.17 2.22 7.29
H 2.82 2.97 7.22
C -2.84 -0.33 -6.37
O -3.40 0.20 -7.36
N -1.47 -0.12 -6.15
C -0.77 -0.69 -5.00
C -0.71 0.74 -7.10
H -3.26 -1.04 -5.65
H 0.28 -0.59 -5.28
H -1.10 -1.69 -4.72
H -0.91 -0.02 -4.15
H -0.41 1.46 -6.33
H 0.21 0.24 -7.39
H -1.24 1.32 -7.85


5.
95
Properties=species:S:1:pos:R:3 method="wB97M-V/def2-TZVPD" gap_ev="5.30 / 6.20" multiplicity=5 charge=-1 s_squared=6.154
Cr 0.25 0.18 -0.04
C 0.85 -0.56 -2.01
C -0.41 -0.09 -2.50
C -1.32 -1.20 -2.41
C -0.62 -2.25 -1.81
C 0.71 -1.89 -1.56
C 1.88 -2.81 -1.26
C 2.84 -2.77 -2.47
C 1.41 -4.25 -1.04
C 2.66 -2.34 -0.02
C -2.78 -1.41 -2.84
C -3.16 -2.90 -2.78
C -3.76 -0.68 -1.92
C -3.03 -0.98 -4.30
C -0.40 1.19 -3.35
C -0.23 0.81 -4.84
C 0.81 2.08 -3.02
C -1.64 2.07 -3.14
H 1.79 -0.11 -2.28
H -1.02 -3.22 -1.57
H 2.30 -2.94 -3.39
H 3.61 -3.54 -2.37
H 3.34 -1.81 -2.53
H 0.94 -4.63 -1.94
H 0.68 -4.29 -0.23
H 2.25 -4.89 -0.78
H 2.96 -1.31 -0.17
H 3.55 -2.95 0.12
H 2.04 -2.42 0.87
H -3.12 -3.27 -1.77
H -2.51 -3.50 -3.42
H -4.18 -3.02 -3.14
H -3.74 -1.14 -0.93
H -4.78 -0.77 -2.31
H -3.53 0.37 -1.79
H -2.30 -1.44 -4.96
H -2.98 0.10 -4.41
H -4.02 -1.30 -4.61
H 0.54 0.06 -4.94
H 0.06 1.69 -5.41
H -1.15 0.42 -5.27
H 1.74 1.65 -3.39
H 0.90 2.26 -1.95
H 0.67 3.05 -3.51
H -2.56 1.51 -3.10
H -1.72 2.81 -3.94
H -1.52 2.60 -2.20
S -0.47 2.35 0.29
C -2.20 1.83 0.26
N -3.16 2.64 -0.08
N -2.84 3.90 -0.41
C -3.60 4.59 -1.30
C -3.17 5.82 -1.80
C -3.94 6.50 -2.72
C -5.15 5.98 -3.15
C -5.59 4.77 -2.64
C -4.84 4.08 -1.73
N -2.52 0.59 0.56
N -1.57 -0.32 0.64
C -1.98 -1.50 1.18
C -3.31 -1.72 1.59
C -3.69 -2.93 2.12
C -2.76 -3.95 2.30
C -1.44 -3.74 1.93
C -1.05 -2.53 1.38
H -1.86 4.16 -0.28
H -2.21 6.22 -1.48
H -3.59 7.45 -3.10
H -5.74 6.52 -3.89
H -6.54 4.37 -2.97
H -5.15 3.12 -1.33
H -4.02 -0.91 1.48
H -4.71 -3.08 2.42
H -3.06 -4.90 2.73
H -0.71 -4.52 2.08
H -0.02 -2.36 1.12
N 3.42 0.07 2.37
C 2.94 1.48 2.43
C 3.76 2.35 3.33
P 1.19 1.16 2.96
O 1.64 0.40 4.38
O 0.31 2.28 3.29
O 0.82 0.00 2.06
P 3.01 1.98 0.63
O 4.63 1.57 0.47
O 2.85 3.40 0.35
O 2.29 0.90 -0.13
H 3.58 -0.30 3.31
H 4.21 -0.02 1.74
H 2.54 -0.39 1.99
H 3.72 2.00 4.36
H 3.35 3.36 3.28
H 4.80 2.39 2.99
H 0.93 0.58 4.99
H 5.01 2.25 -0.07


6.
42
Properties=species:S:1:pos:R:3 method="wB97M-V/def2-TZVPD" gap_ev=4.26 charge=-1
Pd 1.91 -0.46 1.12
C -3.55 0.89 -0.32
N -2.52 0.40 0.57
C -2.70 0.10 1.90
C -1.48 -0.32 2.36
N -0.57 -0.28 1.35
C -1.20 0.14 0.29
P -0.49 0.41 -1.35
C 0.86 1.57 -1.00
N 1.84 1.43 -0.13
C 2.60 2.56 -0.22
C 2.06 3.41 -1.14
N 0.95 2.78 -1.64
C 0.07 3.32 -2.66
C 0.43 -1.13 -1.63
N 1.37 -1.65 -0.87
C 1.76 -2.81 -1.49
C 1.05 -2.98 -2.65
N 0.20 -1.91 -2.74
C -0.75 -1.69 -3.81
H -4.48 0.97 0.23
H -3.29 1.88 -0.71
H -3.69 0.22 -1.17
H -3.66 0.21 2.38
H -1.21 -0.63 3.36
H 3.47 2.69 0.40
H 2.36 4.39 -1.48
H 0.43 4.31 -2.93
H 0.06 2.69 -3.55
H -0.95 3.41 -2.28
H 2.52 -3.44 -1.06
H 1.07 -3.76 -3.39
H -0.67 -2.51 -4.51
H -1.77 -1.64 -3.43
H -0.54 -0.76 -4.34
N 2.54 -1.11 3.09
C 1.96 -1.38 4.06
C 1.24 -1.69 5.23
C 0.89 -3.03 5.51
N 0.60 -4.13 5.75
C 0.82 -0.66 6.11
N 0.48 0.18 6.83


7.
85
Properties=species:S:1:pos:R:3 method="wB97M-V/def2-TZVPD" gap_ev=6.35 multiplicity=2 charge=+1 s_squared=0.754
C -0.53 -5.05 5.11
C -1.89 -4.57 5.29
C -2.70 -3.90 4.22
C -1.85 -3.49 3.09
N -0.85 -2.64 3.26
C -0.27 -2.53 2.06
N 0.80 -1.77 1.81
N 1.36 -1.00 2.82
C 2.81 -1.14 2.90
C 3.56 -0.92 1.58
C 3.15 0.34 0.83
C 3.43 1.63 1.59
N -0.89 -3.30 1.15
C -0.55 -3.47 -0.23
C -0.56 -2.37 -1.07
C -0.20 -2.60 -2.39
C 0.13 -3.89 -2.77
N 0.14 -4.95 -1.96
C -0.20 -4.73 -0.69
N -1.93 -3.90 1.82
C -2.90 -4.77 1.18
C -3.70 -4.01 0.11
O -3.35 -4.15 -1.03
C -4.84 -3.14 0.46
C -5.12 -2.74 1.77
C -6.20 -1.89 2.03
C -7.01 -1.45 0.99
C -6.74 -1.86 -0.31
C -5.66 -2.69 -0.58
H 0.28 -4.38 5.35
H -0.28 -6.03 4.73
H -2.36 -4.72 6.25
H -3.23 -3.04 4.62
H -3.47 -4.62 3.91
H 1.19 -1.78 0.87
H 1.08 -0.04 2.72
H 3.08 -2.10 3.33
H 3.13 -0.39 3.61
H 4.62 -0.87 1.83
H 3.44 -1.79 0.94
H 3.71 0.37 -0.10
H 2.09 0.30 0.59
H 2.96 1.66 2.57
H 2.99 2.46 1.02
H 4.49 1.83 1.66
H -0.84 -1.39 -0.72
H -0.18 -1.80 -3.10
H 0.42 -4.07 -3.79
H -0.17 -5.57 -0.01
H -3.55 -5.18 1.94
H -2.40 -5.59 0.68
H -4.52 -3.06 2.60
H -6.41 -1.57 3.04
H -7.85 -0.80 1.19
H -7.37 -1.54 -1.13
H -5.47 -3.00 -1.60
C 3.62 4.90 -3.96
C 2.63 3.88 -3.36
C 1.29 3.94 -4.09
C 0.51 5.22 -3.80
C 0.32 5.41 -2.29
C 1.62 5.31 -1.49
N 2.42 4.12 -1.90
O 2.01 3.05 -1.30
C 2.45 6.60 -1.64
C 1.28 5.20 0.00
C 3.28 2.51 -3.56
H 3.98 4.54 -4.92
H 3.18 5.88 -4.15
H 4.48 5.04 -3.31
H 0.69 3.08 -3.81
H 1.48 3.85 -5.17
H 1.01 6.09 -4.23
H -0.47 5.16 -4.28
H -0.14 6.37 -2.10
H -0.38 4.64 -1.93
H 3.44 6.48 -1.20
H 1.95 7.42 -1.12
H 2.57 6.92 -2.67
H 0.60 4.38 0.20
H 0.79 6.12 0.32
H 2.18 5.06 0.60
H 4.23 2.45 -3.04
H 3.45 2.35 -4.62
H 2.64 1.70 -3.20